{
  "formula": "C22H23ClN2O6PdS2",
  "method": "wB97M-V/def2-TZVPD",
  "total_charge": -2,
  "e_lumo_ev": 4.1,
  "max_force_ev_per_a": 0.5,
  "gap_ev": 4.6,
  "symbols": ["Pd", "O", "C", "C", "C", "C", "C", "C", "C", "O", "N", "N", "C", "S", "C", "C", "S", "H", "H", "H", "H", "H", "H", "H", "H", "H", "C", "C", "C", "O", "H", "H", "H", "H", "H", "H", "C", "C", "C", "C", "Cl", "C", "C", "C", "O", "C", "C", "O", "O", "H", "H", "H", "H", "H", "H", "H", "H"],
  "coordinates": [[-0.1573, 0.2061, -0.2340], [-2.6800, -3.6218, -2.3784], [-1.7372, -4.0691, -3.2112], [-2.0024, -5.2091, -3.9794], [-1.0517, -5.7053, -4.8524], [0.1832, -5.0783, -4.9795], [0.4490, -3.9480, -4.2190], [-0.4874, -3.4250, -3.3333], [-0.1962, -2.1941, -2.5078], [-1.1101, -1.7935, -1.7218], [0.9973, -1.6792, -2.7050], [1.2517, -0.5903, -1.9009], [2.3247, 0.0158, -2.1737], [3.4052, -0.5223, -3.5008], [4.5166, 0.9049, -3.3454], [4.5521, 1.3199, -1.8868], [2.8474, 1.4331, -1.2846], [-2.2416, -2.7997, -1.9432], [-2.9683, -5.6871, -3.8686], [-1.2739, -6.5902, -5.4401], [0.9289, -5.4667, -5.6629], [1.3975, -3.4321, -4.2916], [4.1465, 1.7252, -3.9625], [5.5027, 0.6050, -3.7065], [5.0109, 2.3014, -1.7553], [5.1013, 0.5881, -1.2916], [-1.5103, 5.3125, -1.4212], [-1.5845, 3.8131, -1.6595], [-0.2855, 3.0758, -1.8296], [-2.6687, 3.2836, -1.7621], [-0.5881, 5.5940, -0.9154], [-2.3730, 5.6331, -0.8407], [-1.5419, 5.8114, -2.3950], [0.5358, 3.6175, -1.3661], [-0.0815, 2.9404, -2.8964], [-0.3351, 2.0950, -1.3344], [-2.3712, 1.6516, 6.2382], [-1.2826, 0.6756, 5.8920], [-0.6596, -0.0951, 6.8605], [0.3351, -0.9906, 6.5049], [1.1037, -1.9606, 7.7563], [0.7355, -1.1180, 5.1892], [0.1278, -0.3494, 4.2055], [-0.8942, 0.5341, 4.5501], [-1.5732, 1.2941, 3.6737], [-1.4341, 1.0379, 2.2484], [-0.2131, 1.7813, 1.6412], [-0.4614, 2.9027, 1.1367], [0.9119, 1.2339, 1.8261], [-2.4998, 1.7212, 7.3197], [-3.3196, 1.3508, 5.7880], [-2.1424, 2.6408, 5.8398], [-0.9523, 0.0007, 7.8995], [1.5324, -1.8013, 4.9269], [0.4837, -0.3684, 3.1820], [-2.3424, 1.4342, 1.8058], [-1.3604, -0.0393, 2.0720]],
  "lowdin_charge": [0.279, 0.029, -0.292, -0.043, -0.132, -0.129, -0.046, -0.072, -0.458, -0.072, -0.008, -0.143, -0.914, 0.849, -0.580, -0.564, 0.913, 0.066, 0.101, 0.084, 0.080, 0.096, 0.062, 0.058, 0.064, 0.067, -0.038, -0.504, -0.070, 0.043, 0.069, 0.071, 0.072, 0.056, 0.088, 0.027, -0.047, -0.205, -0.099, -0.681, 0.570, -0.106, 0.017, -0.237, -0.029, -0.108, -0.748, -0.067, -0.108, 0.067, 0.081, 0.082, 0.098, 0.101, 0.100, 0.115, 0.099]
}


{
  "formula": "C2HF2I2N",
  "method": "wB97M-V/def2-TZVPD",
  "total_charge": 0,
  "e_lumo_ev": 0.1,
  "max_force_ev_per_a": 2.1,
  "gap_ev": 9.0,
  "symbols": ["C", "C", "N", "F", "F", "I", "I", "H"],
  "coordinates": [[-2.3285, -0.4406, -0.0736], [-0.7346, 1.9415, 0.6385], [-1.2287, -0.7499, -0.1804], [-0.5293, 3.2316, 0.9020], [-1.3913, 1.9030, -0.5834], [-4.1664, 0.1079, -0.0725], [1.6288, 1.1035, 0.0738], [1.2658, -0.3660, 0.7173]],
  "lowdin_charge": [-1.004, -0.405, 0.045, -0.041, -0.147, 1.013, 0.762, -0.221]
}


{
  "formula": "C4H10N",
  "method": "wB97M-V/def2-TZVPD",
  "total_charge": 1,
  "e_lumo_ev": -6.3,
  "max_force_ev_per_a": 3.9,
  "gap_ev": 7.4,
  "symbols": ["C", "N", "H", "H", "H", "H", "C", "C", "C", "H", "H", "H", "H", "H", "H"],
  "coordinates": [[2.1007, -1.1651, 0.2236], [1.1990, -0.6666, 1.0491], [2.7514, -1.8446, 0.7594], [2.0894, -0.7155, -0.7609], [0.3714, 0.0282, 0.8506], [1.6006, -0.4061, 1.9930], [-2.0396, 0.0204, 0.1930], [-1.1800, 1.0584, -0.4401], [-0.1177, 0.9160, -1.2581], [-1.9645, -0.7868, -0.5053], [-1.5329, -0.5635, 0.9975], [-2.9276, 0.3399, 0.7061], [-1.6639, 2.0955, -0.2967], [0.1339, 1.6616, -1.9978], [0.1691, -0.1214, -1.3997]],
  "lowdin_charge": [0.193, 0.142, 0.126, 0.108, 0.122, 0.181, -0.097, -0.241, -0.029, 0.083, 0.072, 0.088, 0.135, 0.073, 0.044]
}


{
  "formula": "C8H12N2PV",
  "method": "wB97M-V/def2-TZVPD",
  "total_charge": -1,
  "e_lumo_ev": [2.6, 2.6],
  "multiplicity": 4,
  "max_force_ev_per_a": 2.2,
  "s_squared": 3.827,
  "gap_ev": [3.3, 4.0],
  "symbols": ["C", "C", "C", "C", "C", "V", "P", "H", "H", "H", "H", "H", "H", "H", "H", "N", "C", "C", "N", "C", "H", "H", "H", "H"],
  "coordinates": [[0.1309, 1.0693, -2.1756], [-0.1546, 0.3595, -3.3280], [-0.5050, -1.0018, -3.4030], [-0.6197, -1.9010, -2.3212], [-0.4557, -1.5705, -0.9880], [-0.5088, 0.3109, -0.4857], [-0.1760, 2.6760, 0.3146], [0.4121, 2.1185, -2.3719], [-0.1210, 0.8506, -4.3217], [-0.6794, -1.4098, -4.4096], [-0.5158, -2.3855, -0.2479], [-0.8508, -2.9384, -2.6260], [-1.2273, 3.2734, 1.0683], [-0.0332, 3.7523, -0.5995], [0.8903, 3.0700, 1.1699], [0.1554, -0.4945, 3.6291], [1.1260, -1.3791, 3.1489], [1.1657, -1.2080, 1.7910], [0.2223, -0.2228, 1.4367], [-0.3771, 0.1715, 2.5768], [-0.1500, -0.3461, 4.6022], [1.6694, -2.0157, 3.8092], [1.7391, -1.7028, 1.0325], [-1.1370, 0.9240, 2.6988]],
  "lowdin_spin": [-0.036, 0.039, -0.029, 0.053, -0.025, 2.637, 0.172, 0.006, 0.002, -0.004, 0.001, 0.004, 0.027, 0.013, 0.014, 0.010, 0.002, 0.013, 0.036, 0.046, 0.000, 0.000, 0.001, 0.017]
}


{
  "formula": "C2H5NO2",
  "method": "wB97M-V/def2-TZVPD",
  "total_charge": 0,
  "e_lumo_ev": 0.9,
  "smiles": "COC(N)=O",
  "max_force_ev_per_a": 4.3,
  "gap_ev": 11.3,
  "symbols": ["C", "C", "H", "H", "H", "H", "H", "N", "O", "O"],
  "coordinates": [[-0.3230, 0.4046, 1.5000], [-0.1286, -0.3442, -0.6569], [-0.2663, 1.5511, 1.9442], [0.4413, -0.2537, 2.1015], [-1.4142, -0.0222, 1.6122], [1.2613, 0.4801, -1.9890], [0.3792, -0.9069, -2.5388], [0.5516, -0.2027, -1.8674], [0.2277, 0.6050, 0.2407], [-0.7291, -1.3110, -0.3465]],
  "lowdin_charge": [-0.127, -0.634, 0.135, 0.116, 0.122, 0.091, 0.091, 0.177, -0.075, 0.103]
}


{
  "formula": "C2H4N2O2S",
  "method": "wB97M-V/def2-TZVPD",
  "total_charge": 0,
  "e_lumo_ev": 0.4,
  "smiles": "N#CCS(N)(=O)=O",
  "max_force_ev_per_a": 5.0,
  "gap_ev": 11.5,
  "symbols": ["C", "C", "N", "N", "O", "O", "S", "H", "H", "H", "H"],
  "coordinates": [[1.6933, 0.2029, 0.2621], [0.4799, -0.0181, 1.1614], [2.6448, 0.2466, -0.4021], [-0.6325, 0.5216, -1.1845], [-0.6736, -1.8411, -0.5732], [-2.1264, -0.2677, 0.7020], [-0.8612, -0.5480, 0.0294], [0.5156, -0.9622, 1.6676], [0.0442, 0.8272, 1.5407], [-1.3176, 1.2364, -1.4120], [0.2335, 0.6023, -1.7913]],
  "lowdin_charge": [-0.228, -0.156, 0.157, -0.110, -0.291, -0.306, 0.575, 0.097, 0.066, 0.083, 0.113]
}


{
  "formula": "C32H32N4O2Pd",
  "method": "wB97M-V/def2-TZVPD",
  "total_charge": 4,
  "e_lumo_ev": [-10.7, -14.3],
  "multiplicity": 5,
  "max_force_ev_per_a": 1.5,
  "s_squared": 6.042,
  "gap_ev": [7.8, 4.7],
  "symbols": ["Pd", "C", "O", "C", "N", "C", "C", "C", "C", "C", "C", "C", "C", "C", "C", "C", "C", "N", "C", "N", "C", "C", "O", "C", "C", "C", "C", "C", "C", "H", "H", "H", "H", "H", "H", "H", "H", "H", "H", "H", "H", "H", "H", "H", "H", "H", "H", "H", "C", "N", "C", "C", "C", "C", "C", "C", "C", "C", "H", "H", "H", "H", "H", "H", "H", "H", "H", "H", "H", "H", "H"],
  "coordinates": [[0.2282, 0.5595, -0.4325], [-3.0705, 0.8680, -3.6929], [-3.0272, 1.9942, -2.8065], [-2.0076, 1.8378, -2.0032], [-1.2692, 0.7765, -2.1637], [-1.7220, 0.1383, -3.4010], [-1.7850, -1.3579, -3.4371], [-1.7352, -2.1312, -2.2647], [-1.8627, -3.4971, -2.3496], [-1.9663, -4.1196, -3.6168], [-2.0506, -3.3531, -4.7845], [-1.9365, -1.9875, -4.7001], [-1.6339, 2.8766, -1.0361], [-2.2805, 4.0984, -0.8682], [-1.7142, 5.0292, -0.0028], [-0.5181, 4.7305, 0.6422], [0.0606, 3.4847, 0.4189], [-0.5055, 2.5846, -0.3870], [1.3352, 3.0184, 0.9790], [1.7399, 1.8007, 0.7846], [3.0050, 1.6416, 1.4930], [3.2938, 3.0820, 2.0191], [2.0998, 3.8040, 1.6885], [4.1475, 1.0414, 0.7147], [4.0656, 0.7897, -0.6603], [5.2189, 0.4596, -1.3385], [6.4319, 0.2652, -0.6394], [6.5186, 0.5055, 0.7340], [5.3676, 0.8342, 1.4111], [-3.1829, 1.2419, -4.7095], [-3.9435, 0.2588, -3.4421], [-0.9912, 0.4136, -4.1818], [-1.6471, -1.6399, -1.3004], [-1.8820, -4.1074, -1.4574], [-1.9475, -5.1997, -3.6841], [-2.1689, -3.8355, -5.7443], [-1.9674, -1.3952, -5.6039], [-3.1910, 4.3122, -1.4115], [-2.1856, 5.9910, 0.1472], [-0.0299, 5.4442, 1.2902], [2.8290, 0.9464, 2.3310], [4.1300, 3.5614, 1.5042], [3.4559, 3.1490, 3.0940], [3.1368, 0.9607, -1.1961], [5.2111, 0.3894, -2.4191], [7.2969, -0.1311, -1.1609], [7.4508, 0.3758, 1.2662], [5.4018, 0.9267, 2.4897], [-3.7488, -0.3629, 3.6303], [-2.8428, -1.1337, 2.7399], [-3.2148, -2.5691, 2.7358], [-1.4086, -0.9355, 3.1292], [-0.4263, -1.5959, 2.1857], [0.1657, -2.8198, 2.5225], [1.1257, -3.4077, 1.7140], [1.5434, -2.7965, 0.5368], [0.9559, -1.5866, 0.1946], [-0.0150, -1.0014, 0.9991], [-4.7806, -0.4771, 3.3015], [-3.4883, 0.6936, 3.6175], [-3.6596, -0.7393, 4.6480], [-2.9582, -0.7748, 1.7883], [-3.0504, -2.9846, 3.7281], [-2.6116, -3.1151, 2.0152], [-4.2663, -2.6851, 2.4817], [-1.2940, -1.3324, 4.1396], [-1.2187, 0.1396, 3.1531], [-0.1182, -3.3077, 3.4482], [1.5620, -4.3527, 2.0079], [2.2968, -3.2569, -0.0874], [1.2497, -1.0352, -0.7409]],
  "lowdin_spin": [1.165, 0.025, 0.016, 0.015, 0.053, 0.048, 0.259, 0.050, 0.126, 0.308, 0.044, 0.101, 0.012, 0.002, 0.005, 0.002, 0.013, 0.093, 0.011, 0.071, 0.047, 0.020, 0.011, 0.253, 0.033, 0.152, 0.301, 0.033, 0.126, 0.000, 0.001, 0.016, 0.002, 0.003, 0.012, -0.001, 0.001, 0.001, 0.000, 0.001, 0.016, 0.001, 0.000, -0.001, 0.005, 0.012, -0.002, 0.003, 0.000, 0.000, 0.000, 0.008, 0.054, 0.017, -0.010, 0.024, 0.074, 0.342, 0.000, 0.000, 0.000, 0.002, 0.000, 0.000, 0.000, 0.000, 0.002, 0.004, 0.000, 0.001, 0.019]
}